{"formula": "C27H26F5NO4PPdS", "method": "wB97M-V/def2-TZVPD", "symbols": ["Pd", "O", "C", "O", "C", "C", "C", "C", "C", "N", "C", "O", "O", "H", "H", "H", "C", "C", "C", "C", "P", "C", "C", "C", "C", "C", "C", "C", "C", "C", "C", "H", "H", "H", "H", "H", "H", "H", "H", "H", "H", "H", "H", "H", "H", "H", "H", "H", "H", "H", "H", "H", "H", "H", "F", "C", "C", "F", "C", "F", "C", "S", "C", "F", "C", "F"], "xyz": [[0.807701, 0.699000, 0.908833], [5.141317, 2.015743, 0.524758], [3.935687, 1.786948, 0.671191], [2.970981, 1.916072, -0.125490], [3.507732, 1.357722, 2.097007], [4.410952, 1.368504, 3.148820], [3.959135, 1.177846, 4.444352], [2.596678, 1.063355, 4.676320], [1.750744, 1.057435, 3.585951], [2.215720, 1.116869, 2.335611], [0.241996, 1.126752, 3.709644], [-0.275483, 1.177448, 4.815312], [-0.370264, 1.201920, 2.577555], [5.448011, 1.555791, 2.905581], [4.657727, 1.169441, 5.272039], [2.158464, 1.005827, 5.662844], [-2.493544, 2.167161, 0.691841], [-2.564399, 0.737994, 0.136586], [-3.841537, 0.602368, -0.710440], [-2.743112, -0.268091, 1.289051], [-0.899774, 0.446097, -0.707392], [-0.649459, 1.807439, -1.905367], [0.641725, 2.304240, -2.057224], [0.911790, 3.296983, -2.992881], [-0.099361, 3.806804, -3.788758], [-1.392688, 3.315169, -3.650149], [-1.662225, 2.322990, -2.721409], [-0.992918, -1.052643, -1.839051], [-1.121615, -2.323117, -0.993011], [-2.134908, -1.026118, -2.864000], [0.308355, -1.061835, -2.657429], [-3.335440, 2.315223, 1.375183], [-2.555942, 2.911794, -0.103940], [-1.583208, 2.335596, 1.263466], [-4.663671, 1.003286, -0.109606], [-4.076262, -0.443638, -0.905737], [-3.841841, 1.141567, -1.655664], [-3.716619, -0.068957, 1.748957], [-1.981608, -0.170945, 2.055100], [-2.763938, -1.297829, 0.928739], [1.458867, 1.942946, -1.445967], [1.926871, 3.666676, -3.077276], [0.112454, 4.583412, -4.514556], [-2.195861, 3.704936, -4.265247], [-2.676850, 1.962815, -2.641072], [-2.143952, -2.457862, -0.636252], [-0.456380, -2.314006, -0.128588], [-0.867493, -3.192145, -1.608100], [-3.124326, -1.136097, -2.426116], [-1.980818, -1.875920, -3.537205], [-2.112505, -0.123889, -3.476749], [1.203581, -0.918119, -2.052597], [0.283024, -0.280835, -3.420842], [0.389456, -2.028174, -3.165078], [0.125432, -6.239780, 1.342387], [0.635998, -5.039697, 1.071628], [0.642039, -4.049210, 2.033611], [0.135774, -4.302466, 3.239540], [1.182147, -2.812112, 1.741314], [1.171834, -1.911402, 2.709918], [1.713547, -2.490727, 0.494342], [2.393905, -0.923515, 0.107603], [1.704685, -3.525145, -0.442366], [2.205020, -3.335715, -1.663692], [1.181328, -4.774137, -0.171364], [1.187355, -5.728031, -1.104444]], "atomic_forces_ev_per_a": [[-0.033, -0.852, -0.021], [-0.202, -0.085, 0.002], [-0.167, 0.012, -0.078], [0.434, 0.089, 0.054], [-0.005, 0.019, -0.013], [0.051, 0.025, 0.058], [0.020, 0.013, -0.034], [-0.056, 0.027, -0.015], [-0.024, -0.037, 0.021], [0.176, 0.196, 0.057], [-0.004, 0.004, 0.093], [0.061, -0.088, -0.151], [-0.257, 0.275, 0.030], [-0.033, -0.011, -0.002], [0.005, 0.004, 0.003], [0.017, -0.005, -0.008], [-0.021, 0.059, 0.030], [-0.029, -0.057, -0.150], [-0.050, -0.011, 0.030], [0.054, 0.009, -0.022], [-0.097, -0.039, 0.296], [-0.160, -0.001, -0.060], [0.060, 0.066, 0.004], [0.047, 0.008, 0.018], [-0.037, -0.010, -0.019], [0.039, 0.019, -0.001], [-0.010, 0.054, -0.008], [-0.002, 0.071, -0.052], [-0.090, 0.040, 0.060], [0.006, -0.037, -0.027], [0.044, 0.020, -0.066], [0.002, 0.015, -0.032], [-0.041, -0.034, -0.025], [-0.066, 0.019, -0.017], [0.005, 0.007, -0.012], [-0.019, 0.050, 0.008], [-0.027, -0.094, 0.143], [0.047, 0.011, 0.041], [0.108, 0.058, 0.016], [0.003, 0.062, 0.002], [0.033, -0.036, 0.069], [-0.043, -0.011, -0.008], [-0.005, -0.015, 0.020], [0.029, -0.011, 0.015], [0.146, 0.062, -0.040], [-0.003, 0.000, -0.046], [-0.275, 0.046, -0.163], [-0.032, 0.032, 0.007], [0.100, -0.008, -0.021], [-0.004, 0.020, -0.002], [-0.007, -0.015, 0.023], [-0.084, -0.048, -0.029], [-0.008, -0.011, 0.031], [-0.001, 0.041, 0.011], [-0.112, -0.271, 0.050], [0.106, 0.200, -0.150], [0.024, -0.016, -0.209], [-0.096, -0.039, 0.243], [0.068, -0.199, -0.246], [-0.020, 0.430, 0.445], [0.151, -0.144, 0.007], [0.023, 0.243, -0.261], [0.180, -0.080, 0.276], [0.075, 0.029, -0.207], [0.033, 0.131, 0.244], [-0.024, -0.197, -0.210]], "charge": -1, "e_homo_ev": [-5.28, -5.28], "energy_ev": -75295.944, "e_lumo_ha": [0.0804, 0.0805], "relative_energy_kcal_mol": 0.0, "gap_ev": [7.47, 7.47]}